{"formula": "C5H5NO", "method": "ωB97M-V/def2-TZVPD", "relative_energy_kcal_mol": 73.48, "lumo_energy_ha": -0.002, "orbital_gap_ev": 9.932, "smiles": "C#CC(=O)[C@H]1CN1", "multiplicity": 1, "fmax_ev_per_a": 0.63, "species": ["C", "C", "C", "O", "C", "C", "N", "H", "H", "H", "H", "H"], "positions_angstrom": [[-1.433041, 2.634600, -0.585777], [-1.108616, 1.626382, -0.009045], [-0.661650, 0.351185, 0.547192], [-1.098720, -0.108284, 1.583634], [0.282241, -0.404714, -0.339532], [1.453236, -1.195675, 0.156006], [0.221646, -1.860153, -0.205426], [-1.703190, 3.531668, -1.101384], [0.323202, -0.019981, -1.355209], [1.753595, -1.181625, 1.200856], [2.270152, -1.345276, -0.549235], [-0.298854, -2.028126, 0.657921]], "forces_ev_per_a": [[0.2, -0.5, 0.3], [-0.1, 0.6, -0.3], [0.0, -0.3, 0.3], [0.3, 0.3, -0.4], [-0.1, 0.1, -0.2], [0.2, 0.0, 0.1], [-0.1, -0.2, 0.0], [0.0, -0.2, 0.2], [0.0, -0.1, 0.1], [-0.2, 0.3, -0.1], [-0.2, 0.1, 0.2], [0.0, -0.1, -0.2]]}

***

{"formula": "C11H23FN4O13S", "method": "ωB97M-V/def2-TZVPD", "relative_energy_kcal_mol": 0.00, "lumo_energy_ha": 0.005, "orbital_gap_ev": 10.635, "smiles": "O=C1OC[C@@H](F)O1.C[N+](=O)[O-].C[N+](=O)[O-].C[N+](=O)[O-].C[N+](=O)[O-].O=S1(=O)CCCC1", "multiplicity": 1, "fmax_ev_per_a": 2.04, "species": ["O", "C", "O", "C", "C", "F", "O", "H", "H", "H", "C", "N", "O", "O", "H", "H", "H", "C", "N", "O", "O", "H", "H", "H", "C", "N", "O", "O", "H", "H", "H", "C", "N", "O", "O", "H", "H", "H", "O", "S", "O", "C", "C", "C", "C", "H", "H", "H", "H", "H", "H", "H", "H"], "positions_angstrom": [[1.959305, 2.805956, -1.470185], [2.764443, 3.436726, -0.887621], [2.467470, 4.353703, 0.073682], [3.649298, 4.991685, 0.466829], [4.778867, 4.135403, -0.080353], [5.354457, 3.334030, 0.841391], [4.102580, 3.305888, -1.007725], [3.691681, 6.021443, 0.097894], [3.747102, 5.105256, 1.549496], [5.527980, 4.764690, -0.559290], [3.668582, 0.123288, 2.655210], [2.921526, 1.388992, 2.924915], [3.402177, 2.377833, 2.391236], [1.956625, 1.350647, 3.629115], [4.393758, 0.260123, 1.861096], [2.950191, -0.565999, 2.207504], [4.063891, -0.211640, 3.606445], [0.681391, -0.746033, -0.311752], [-0.413216, 0.034721, -0.913115], [-0.409714, 1.233146, -0.743594], [-1.280676, -0.587248, -1.498924], [0.665918, -1.786276, -0.627556], [0.606202, -0.753146, 0.774572], [1.639676, -0.312280, -0.589739], [-2.571762, 1.697407, -3.215433], [-3.882387, 1.005021, -3.165784], [-4.650513, 1.223318, -4.087456], [-4.110446, 0.263852, -2.237691], [-2.380204, 2.259869, -2.310346], [-2.607520, 2.357026, -4.074429], [-1.847895, 0.898194, -3.341620], [-1.155620, 4.138405, 1.155717], [-1.764005, 3.631457, 2.424731], [-0.999960, 3.312698, 3.311916], [-2.975078, 3.667125, 2.502354], [-1.081831, 3.244689, 0.533093], [-0.155900, 4.524022, 1.307494], [-1.854856, 4.840896, 0.719052], [0.188287, -4.455259, -0.910453], [-0.795201, -4.689337, 0.136885], [-0.630657, -4.353747, 1.541218], [-2.357071, -4.084374, -0.481704], [-3.336811, -5.224139, -0.332579], [-2.585127, -6.547048, -0.680752], [-1.244736, -6.435891, 0.043403], [-2.200255, -3.900569, -1.542121], [-2.631188, -3.185642, 0.067365], [-3.838899, -5.392783, 0.619290], [-4.128909, -5.197568, -1.085371], [-2.481357, -6.634484, -1.760186], [-3.118324, -7.397084, -0.261607], [-0.399066, -6.974978, -0.378257], [-1.292220, -6.651986, 1.113736]], "forces_ev_per_a": [[-0.3, -0.3, -0.6], [-0.1, 0.2, 1.1], [-0.2, -0.2, -0.4], [0.7, 0.9, 1.0], [-0.8, 0.3, -0.5], [0.3, 0.1, 0.1], [0.7, 0.3, -0.3], [-0.1, -0.2, -0.4], [-0.3, -0.5, 0.0], [0.3, -0.5, -0.2], [-0.7, -0.5, -0.6], [1.4, 0.1, -1.0], [-0.6, 0.2, 0.3], [-0.5, 0.0, 0.4], [0.4, 0.5, 0.4], [-0.1, -0.2, 0.7], [0.1, -0.2, -0.1], [1.1, -0.7, 0.3], [-0.4, -0.5, 0.3], [0.0, 0.1, 0.0], [0.2, 0.1, 0.0], [-0.4, 0.1, -0.3], [-0.3, 0.4, 0.0], [-0.2, 0.3, -0.1], [0.1, 0.0, -0.5], [-0.5, 0.3, -0.1], [0.1, -0.1, 0.1], [0.0, 0.0, 0.1], [-0.1, -0.3, 0.2], [0.1, -0.1, 0.0], [0.2, 0.2, 0.1], [-0.3, -0.9, -0.4], [0.4, 1.3, 0.3], [-0.2, -0.3, -0.1], [0.1, -0.4, 0.0], [0.0, 0.2, -0.2], [-0.1, 0.1, 0.3], [0.1, 0.1, 0.0], [0.2, 0.6, 1.0], [-0.4, -1.0, -0.8], [0.4, 0.3, -0.9], [-0.4, 0.2, 0.4], [-0.7, -1.7, -0.9], [0.4, 0.7, 0.9], [0.5, 0.1, 0.6], [0.1, 0.3, 0.1], [0.0, 0.1, -0.2], [0.3, 0.6, 0.3], [-0.1, 0.6, 0.2], [0.2, -0.2, 0.0], [-0.1, -0.1, -0.3], [-0.1, 0.0, -0.1], [-0.4, -0.5, -0.2]]}

***

{"formula": "C6H18N3OPRb", "method": "ωB97M-V/def2-TZVPD", "relative_energy_kcal_mol": 19.13, "lumo_energy_ha": -0.129, "orbital_gap_ev": 7.738, "charge": 1, "multiplicity": 1, "fmax_ev_per_a": 2.15, "species": ["Rb", "O", "P", "N", "C", "C", "N", "C", "C", "N", "C", "C", "H", "H", "H", "H", "H", "H", "H", "H", "H", "H", "H", "H", "H", "H", "H", "H", "H", "H"], "positions_angstrom": [[-7.856270, 4.558282, -0.418163], [-8.148201, 6.721411, -2.144106], [-7.112283, 7.535350, -2.881464], [-7.650833, 9.135495, -3.174868], [-6.894994, 9.993225, -4.099283], [-8.428746, 9.876470, -2.223140], [-6.691420, 6.816652, -4.418947], [-7.786567, 6.732490, -5.432705], [-5.905291, 5.532274, -4.389989], [-5.614280, 7.734014, -2.053200], [-5.675720, 8.124607, -0.626211], [-4.364455, 8.228212, -2.649034], [-7.477160, 10.761718, -4.607809], [-6.464179, 9.372090, -4.884585], [-6.094040, 10.559785, -3.624329], [-7.850113, 10.028838, -1.312061], [-9.364364, 9.350215, -2.034014], [-8.587954, 10.895855, -2.574722], [-8.173592, 7.748186, -5.514415], [-7.431362, 6.562076, -6.449018], [-8.577469, 6.045863, -5.130867], [-6.419607, 4.664641, -3.976721], [-5.450636, 5.325868, -5.358899], [-4.984015, 5.652214, -3.819916], [-6.688077, 8.030752, -0.233235], [-5.175091, 7.382265, -0.004599], [-5.363042, 9.145972, -0.409078], [-4.488476, 9.288778, -2.867959], [-4.260797, 7.752714, -3.624354], [-3.531027, 7.943745, -2.006726]], "forces_ev_per_a": [[-0.1, 0.2, -0.2], [1.2, 0.7, 0.2], [0.6, 0.8, -1.1], [0.5, -1.1, -1.8], [0.5, -0.5, -0.3], [0.0, -0.1, 0.8], [0.2, -0.5, 0.7], [0.3, 1.4, 0.7], [0.8, 1.3, 0.5], [-0.8, -0.7, 0.6], [-1.2, -1.0, 0.0], [-1.2, -0.5, -1.1], [-0.7, -0.3, 0.2], [0.2, 0.1, 0.0], [0.2, -0.1, 0.3], [-0.2, -0.1, 0.5], [0.0, 0.3, 0.2], [-0.4, -0.2, -0.4], [-0.5, -0.1, 0.2], [0.4, -0.6, 0.3], [0.0, -0.1, -0.2], [-0.4, 0.0, -0.3], [-0.8, -0.1, -0.4], [-0.2, 0.2, 0.6], [-0.4, 0.3, -0.3], [0.8, 0.3, 0.0], [0.3, -0.1, -0.2], [0.7, 0.2, 0.4], [0.3, -0.1, 0.0], [0.0, 0.4, -0.1]]}

***

{"formula": "F2HOPTm", "method": "ωB97M-V/def2-TZVPD", "s_squared": 2.006, "relative_energy_kcal_mol": 0.00, "lumo_energy_ha": [-0.211, -0.220], "orbital_gap_ev": [6.717, 7.014], "charge": 1, "multiplicity": 3, "fmax_ev_per_a": 2.56, "species": ["O", "P", "H", "F", "F", "Tm"], "positions_angstrom": [[1.239656, -0.663898, -0.924242], [0.915266, 0.447517, 0.251730], [0.989053, -1.577168, -0.735694], [-1.974392, 0.039249, -0.394004], [0.530980, 2.071829, 0.123885], [-1.700561, -0.317527, 1.678325]], "forces_ev_per_a": [[-0.3, 2.2, 0.4], [0.4, 0.0, 0.9], [-0.4, 0.0, -0.1], [0.2, -0.4, 1.8], [0.2, -2.3, -1.1], [-0.1, 0.6, -1.9]]}

***

{"formula": "C3H13O3S", "method": "ωB97M-V/def2-TZVPD", "relative_energy_kcal_mol": 29.25, "lumo_energy_ha": 0.134, "orbital_gap_ev": 7.147, "charge": -1, "multiplicity": 1, "fmax_ev_per_a": 2.58, "species": ["C", "C", "C", "S", "H", "H", "H", "H", "H", "H", "H", "H", "H", "O", "H", "H", "O", "H", "H", "O"], "positions_angstrom": [[-1.631862, 2.099485, -0.673604], [-0.810014, 1.180238, -1.555504], [0.388841, 0.529398, -0.750370], [-0.130301, -1.227627, -0.366732], [-1.777955, 1.735745, 0.343465], [-1.358632, 3.155965, -0.645144], [-2.630011, 2.176813, -1.143961], [-0.267670, 1.604970, -2.455519], [-1.400485, 0.340189, -1.868501], [1.260932, 0.483098, -1.369381], [0.462271, 1.179934, 0.148418], [2.997497, 0.923185, 2.349774], [3.285534, -0.129519, 3.251457], [3.610797, 0.769297, 3.086387], [-1.323210, -3.359274, -1.435362], [-1.543187, -4.790986, -0.885869], [-1.753694, -4.206939, -1.621112], [1.392641, -0.377352, 1.666207], [0.322237, -1.231796, 1.563153], [0.906267, -0.854825, 2.362199]], "forces_ev_per_a": [[-1.4, 0.7, -1.2], [2.6, -0.1, 0.0], [-2.4, -0.4, 0.2], [0.3, 0.3, -0.1], [0.2, -0.2, -0.1], [0.7, -0.1, 0.2], [0.0, -0.2, 0.4], [-1.3, 0.3, 0.7], [-0.4, -0.1, -0.4], [0.7, 0.2, 0.0], [0.7, -0.7, -0.3], [0.3, 0.7, 0.1], [0.3, -0.1, 0.6], [-0.7, -0.6, -0.6], [0.1, 0.1, 0.2], [0.1, 0.3, 0.0], [-0.2, -0.2, -0.2], [0.4, 0.2, 0.7], [0.4, 0.1, 1.5], [-0.4, -0.2, -1.7]]}

***

{"formula": "C26H28N5PSSn", "method": "ωB97M-V/def2-TZVPD", "relative_energy_kcal_mol": 13.57, "lumo_energy_ha": -0.405, "orbital_gap_ev": 6.734, "charge": 4, "multiplicity": 1, "fmax_ev_per_a": 0.44, "species": ["Sn", "C", "C", "C", "C", "C", "C", "H", "H", "H", "H", "H", "H", "N", "P", "C", "C", "C", "C", "C", "C", "C", "C", "C", "C", "C", "C", "C", "C", "C", "C", "C", "N", "H", "H", "H", "H", "H", "H", "H", "H", "H", "H", "H", "H", "H", "H", "H", "N", "N", "H", "H", "H", "H", "S", "C", "C", "N", "C", "H", "H", "H"], "positions_angstrom": [[0.120087, 6.361872, -6.258725], [0.648732, 5.582521, -8.841127], [-0.716416, 5.277697, -8.762510], [-1.134664, 4.138423, -8.074313], [-0.195900, 3.296923, -7.483240], [1.160267, 3.594651, -7.559783], [1.586711, 4.738439, -8.231531], [0.994989, 6.419390, -9.437066], [-1.446198, 5.894661, -9.271256], [-2.187742, 3.893117, -8.033223], [-0.524126, 2.399958, -6.975501], [1.888918, 2.928744, -7.117086], [2.644199, 4.949959, -8.329585], [1.480931, -4.714418, 5.896591], [0.040515, -5.368203, 6.109484], [-0.478235, -5.484348, 7.729634], [-1.257941, -6.598137, 8.130333], [-1.632477, -6.704139, 9.449373], [-1.251160, -5.717817, 10.360442], [-0.486743, -4.615723, 9.969818], [-0.089779, -4.489137, 8.660291], [-0.804182, -6.088787, 4.817404], [-2.205156, -6.238360, 4.937314], [-2.885119, -6.909027, 3.945473], [-2.185268, -7.426545, 2.857009], [-0.802196, -7.268414, 2.732237], [-0.100717, -6.589718, 3.698829], [1.877767, -3.942851, 4.737738], [3.213007, -3.841347, 4.406480], [3.511056, -3.038943, 3.313317], [2.479382, -2.411397, 2.633786], [1.172181, -2.602084, 3.060850], [0.868866, -3.365189, 4.114481], [2.126977, -4.732934, 6.681795], [-1.522487, -7.372809, 7.422578], [-2.210643, -7.555259, 9.781158], [-1.553446, -5.809575, 11.396062], [-0.214332, -3.861262, 10.694583], [0.481745, -3.625607, 8.343715], [-2.737792, -5.817743, 5.780553], [-3.957150, -7.031096, 4.011463], [-2.726415, -7.963211, 2.088177], [-0.284577, -7.686183, 1.880127], [0.971466, -6.466269, 3.617101], [3.984978, -4.355597, 4.963032], [4.538876, -2.907653, 3.003896], [2.682383, -1.770604, 1.788080], [0.355488, -2.111148, 2.567433], [1.267567, 8.337671, -5.018994], [1.909014, 7.916356, -6.262557], [1.135969, 9.345391, -5.016391], [1.887274, 8.115158, -4.245408], [2.889941, 7.687590, -6.114676], [1.880279, 8.676025, -6.938571], [-2.110699, 9.974345, -8.470408], [-2.554640, 9.841289, -6.828777], [-1.859991, 8.843984, -6.232949], [-0.980691, 8.190307, -7.075304], [-1.029386, 8.700744, -8.295071], [-3.294920, 10.490349, -6.388456], [-1.947168, 8.544133, -5.198771], [-0.431209, 8.341836, -9.119353]], "forces_ev_per_a": [[0.0, 0.2, -0.1], [0.0, 0.0, 0.0], [0.0, 0.0, 0.0], [0.0, 0.0, 0.0], [0.0, 0.0, 0.0], [0.0, 0.0, 0.0], [0.0, 0.0, 0.0], [0.0, 0.0, 0.0], [0.0, 0.0, 0.0], [0.0, 0.0, 0.0], [0.0, 0.0, 0.0], [0.0, 0.0, 0.0], [0.0, 0.0, 0.0], [0.0, 0.0, 0.0], [0.0, 0.0, 0.0], [0.0, 0.0, 0.0], [0.0, 0.0, 0.0], [0.0, 0.0, 0.0], [0.0, 0.0, 0.0], [0.0, 0.0, 0.0], [0.0, 0.0, 0.0], [0.0, 0.0, -0.1], [0.0, 0.0, 0.0], [0.0, 0.0, 0.0], [0.0, 0.0, 0.0], [0.0, 0.0, 0.0], [0.0, 0.0, 0.0], [-0.1, 0.0, 0.0], [0.0, 0.0, 0.0], [0.0, 0.0, 0.0], [0.0, 0.0, 0.0], [0.3, -0.2, 0.3], [0.0, 0.0, 0.0], [0.0, 0.0, 0.0], [0.0, 0.0, 0.0], [0.0, 0.0, 0.0], [0.0, 0.0, 0.0], [0.0, 0.0, 0.0], [0.0, 0.0, 0.0], [0.0, 0.0, 0.0], [0.0, 0.0, 0.0], [0.0, 0.0, 0.0], [0.0, 0.0, 0.0], [0.0, 0.0, 0.0], [0.0, 0.0, 0.0], [0.0, 0.0, 0.0], [0.0, 0.0, 0.0], [-0.3, 0.1, -0.1], [0.1, -0.1, -0.1], [0.0, 0.0, 0.0], [0.0, 0.0, 0.0], [0.0, 0.0, 0.1], [0.0, 0.0, 0.0], [0.0, 0.0, 0.0], [0.0, 0.0, 0.0], [0.0, 0.0, 0.0], [0.0, 0.0, 0.0], [0.0, 0.0, 0.0], [0.0, 0.0, 0.0], [0.0, 0.0, 0.0], [0.0, 0.0, 0.0], [0.0, 0.0, 0.0]]}

***

Calculated total energy (Ha), listed in the same order as above: -323.40259, -2127.73719, -844.20837, -1701.83205, -746.02756, -2233.85119